ORCA calculation (the ωB97M-V functional and the def2-TZVPD basis) on 2 unconnected molecules or ions with the total composition CH4N2O2 at a distorted geometry.

Each line ends with the natural charge from an NBO analysis.
Cartesian coordinates (Å):
C -1.597 -0.020 -0.421  -0.47
N 1.880 0.085 0.777  -0.07
N 0.563 -0.017 -0.798  0.15
O 1.188 -0.964 0.083  -0.27
O 1.286 1.033 -0.123  -0.25
H -1.792 0.050 -1.476  0.19
H -1.617 -1.039 0.008  0.19
H -1.627 0.831 0.162  0.18
H 1.715 0.040 1.788  0.34

Calculated values
LUMO level (spin up / spin down) ... 0.539 / 0.448 eV
HOMO level (spin up / spin down) ... -8.219 / -7.972 eV
Orbital gap (spin up / spin down) ... 0.32183 / 0.30941 Ha
Energy relative to the best compared isomer or geometry (same formula, charge and spin) ... 9.458 eV
Molar mass ... 76.05 u
Total charge ... 0